ORCA calculation (ωB97M-V/def2-TZVPD) on 7 unconnected molecules or ions with the total composition C20H59N5O7.

CARTESIAN COORDINATES (ANGSTROEM)
C1 16.47 16.71 10.72
O1 17.11 16.66 11.92
C2 17.56 15.37 12.18
C3 17.46 15.16 13.71
C4 18.09 13.89 14.30
N1 16.06 15.24 14.21
H1 17.10 16.45 9.84
H2 16.14 17.74 10.56
H3 15.60 16.05 10.67
H4 17.13 14.62 11.60
H5 18.60 15.40 11.96
H6 17.93 16.06 14.05
H7 17.30 13.13 14.34
H8 18.48 14.09 15.28
H9 18.86 13.58 13.61
H10 15.51 16.05 13.93
H11 15.48 14.45 13.97
C5 15.15 10.88 11.14
O2 15.63 11.68 10.07
C6 16.06 10.95 8.89
C7 15.12 11.24 7.74
C8 13.64 11.03 7.99
N2 15.50 10.51 6.54
H12 15.75 10.02 11.30
H13 14.15 10.48 11.01
H14 15.21 11.43 12.11
H15 17.10 11.22 8.68
H16 16.12 9.81 9.10
H17 15.36 12.33 7.50
H18 13.60 9.90 8.00
H19 13.10 11.36 7.11
H20 13.28 11.40 8.97
H21 15.57 9.57 6.91
H22 16.54 10.65 6.31
C9 11.31 18.11 14.86
O3 11.27 18.72 13.54
C10 10.91 17.80 12.59
C11 12.10 17.08 11.94
C12 13.00 17.96 11.02
N3 11.59 15.98 11.13
H23 11.79 18.80 15.57
H24 11.91 17.17 14.71
H25 10.32 17.79 15.15
H26 10.21 17.02 12.95
H27 10.39 18.34 11.78
H28 12.77 16.77 12.75
H29 12.39 18.21 10.11
H30 13.88 17.38 10.63
H31 13.22 18.92 11.43
H32 12.34 15.48 10.67
H33 11.08 16.51 10.35
C13 15.11 6.61 11.67
O4 15.25 7.82 12.43
C14 15.21 7.56 13.81
C15 15.35 8.93 14.46
C16 16.72 9.52 14.40
N4 14.81 8.83 15.84
H34 14.70 6.69 10.60
H35 14.49 5.88 12.20
H36 16.07 6.02 11.68
H37 14.38 6.93 14.18
H38 16.16 7.03 14.09
H39 14.68 9.59 13.88
H40 17.49 9.04 14.99
H41 16.81 10.58 14.70
H42 17.11 9.73 13.35
H43 13.81 8.83 15.81
H44 15.16 7.97 16.18
C17 11.96 10.79 16.13
O5 12.34 10.71 14.77
C18 13.02 11.93 14.40
C19 12.11 13.12 13.97
C20 11.25 12.63 12.83
N5 12.93 14.22 13.41
H45 11.93 9.78 16.49
H46 10.93 11.25 16.28
H47 12.70 11.31 16.78
H48 13.59 12.17 15.23
H49 13.53 11.60 13.50
H50 11.57 13.53 14.86
H51 11.90 12.48 11.96
H52 10.45 13.33 12.60
H53 10.84 11.65 13.12
H54 12.37 14.78 12.85
H55 13.36 14.80 14.10
O6 4.36 15.28 11.97
H56 4.89 16.02 11.77
H57 4.30 14.82 11.17
O7 14.06 14.38 10.58
H58 14.23 14.15 11.51
H59 14.28 13.52 10.20

Properties
- calculated total energy (eV) = -43475.1877
- orbital gap (eV) = 9.4
- E_LUMO (eV) = 0.59
- maximum force (eV Å⁻¹) = 3.46
- SMILES string = COC[C@H](C)N.COC[C@H](C)N.COC[C@H](C)N.COC[C@H](C)N.COC[C@H](C)N.O.O
- relative energy (zero: lowest compared OMol25 entry of this formula, charge and spin) (kJ/mol) = 236.7